ORCA calculation (ωB97M-V/def2-TZVPD) on a structure of composition C35H26F5NO6P2TcTe at a distorted geometry.

```
77
Properties=species:S:1:pos:R:3:forces:R:3:lowdin_spin:R:1
Tc -0.972935 -0.648198 0.619600 0.1865 0.0120 -0.3202 2.81
C -1.101643 -1.274025 -2.638677 -0.2753 0.4802 -0.1038 0.00
P -0.292082 0.363175 -2.244655 0.1499 -0.6085 -0.7189 0.01
C -0.765599 1.283078 -3.744737 -0.0011 0.3368 0.0553 0.00
C -2.031560 1.781729 -4.033315 0.0075 -0.0060 -0.0575 0.00
C -2.266655 2.420036 -5.244260 -0.0349 -0.0180 0.0260 0.00
C -1.249297 2.549912 -6.179679 0.0250 -0.0164 0.0086 0.00
C 0.017227 2.050745 -5.903210 -0.0417 -0.0375 0.0967 0.00
C 0.260474 1.428940 -4.684889 -0.0155 0.0728 0.0282 0.00
C -1.337092 0.904306 -0.802106 -0.0023 -0.0689 -0.0558 -0.08
C -0.902216 2.293345 -0.441135 0.0693 -0.2312 0.0973 0.01
C -1.225523 3.490548 0.071806 -0.1444 0.1460 0.0489 -0.04
C -2.439136 4.229653 0.616791 0.0428 -0.1849 -0.0796 -0.01
C -3.809669 2.379204 1.707101 -0.2094 0.0266 0.1263 0.00
C -3.673915 0.626146 0.286264 -0.6310 0.0920 0.4313 0.00
C -0.438126 -2.325276 -1.859350 0.4057 -2.0283 -1.6544 0.03
C 0.081436 -3.591315 -2.285198 -1.7718 2.7676 -0.8579 0.02
C 0.748754 -4.119502 -1.221231 0.7010 0.9094 2.9297 0.03
C 0.628492 -3.176963 -0.162934 0.7079 -1.6801 -0.5852 0.01
C 1.257609 -3.258377 1.179979 -0.1832 -0.0699 0.3570 0.00
P 1.793027 -1.633838 1.726687 0.2670 -0.7097 -0.4935 0.01
C 2.746345 -0.889208 0.414130 0.0940 0.1988 -0.1013 0.00
C 2.686636 0.497344 0.276448 0.1068 -0.0628 -0.0692 0.00
C 3.392525 1.116947 -0.743067 -0.0059 0.0192 -0.0150 0.00
C 4.148161 0.358006 -1.626180 -0.0111 -0.0053 0.0059 0.00
C 4.208286 -1.023738 -1.492560 -0.0264 0.0510 0.0683 0.00
C 3.510398 -1.649899 -0.470946 -0.0160 -0.0433 0.0368 0.00
C 2.777168 -1.757466 3.190662 0.0030 0.1091 0.3350 0.00
C 3.977034 -2.471449 3.160692 -0.0224 0.0485 -0.0385 0.00
C 4.741403 -2.573087 4.309623 -0.0598 0.0315 0.0078 0.00
C 4.307413 -1.961411 5.480701 -0.0082 0.0076 0.0180 0.00
C 3.117043 -1.249110 5.507896 0.0006 -0.0092 0.0139 0.00
C 2.342026 -1.145080 4.361869 0.1232 -0.0919 0.0265 0.00
N -0.108321 -2.092991 -0.566788 0.0957 -0.0637 0.4770 0.03
H -0.978276 -1.458740 -3.704947 0.0202 0.1028 0.0035 0.00
H -2.173144 -1.214696 -2.429467 -0.0222 0.0662 -0.2012 0.00
H -2.835658 1.693156 -3.318026 -0.0512 0.0010 0.0244 0.00
H -3.253255 2.816971 -5.450203 0.0336 -0.0121 0.0092 0.00
H -1.441005 3.045817 -7.123393 0.0046 -0.0074 0.0266 0.00
H 0.816484 2.160217 -6.626517 -0.0269 -0.0229 0.0346 0.00
H 1.255645 1.060256 -4.455741 -0.0358 0.0078 -0.0010 0.00
H 0.152148 2.297630 -0.720369 -0.0262 -0.0794 -0.0195 0.00
H -0.361089 4.148039 0.085877 -0.0674 -0.0065 -0.0082 0.00
H -2.124964 5.241317 0.852323 -0.0181 0.0858 0.0071 0.00
H -4.631548 2.328800 2.424413 -0.0033 0.0112 -0.0436 0.00
H -4.337646 -0.231804 0.277347 0.1339 -0.1536 -0.2029 0.00
H -0.033357 -4.020964 -3.269128 -0.0449 0.1395 0.0073 0.00
H 1.285648 -5.055799 -1.176032 -0.0078 0.0691 0.1139 0.00
H 2.099396 -3.954075 1.165950 0.0096 0.0571 0.0638 0.00
H 0.544605 -3.583694 1.949170 0.2124 -0.0296 0.0748 0.00
H 2.085405 1.085760 0.960721 0.0115 -0.0063 -0.0052 0.00
H 3.343682 2.192780 -0.855862 0.0129 -0.0192 0.0004 0.00
H 4.690593 0.844603 -2.427199 -0.0141 -0.0053 0.0177 0.00
H 4.793989 -1.613238 -2.186406 -0.0240 0.0124 0.0217 0.00
H 3.553171 -2.730801 -0.380236 -0.0688 0.0952 -0.0187 0.00
H 4.321185 -2.940192 2.243840 -0.0369 0.0329 0.0320 0.00
H 5.672085 -3.125533 4.294566 -0.0311 0.0117 0.0006 0.00
H 4.903266 -2.045566 6.380537 -0.0066 0.0094 -0.0102 0.00
H 2.783136 -0.781375 6.425014 0.0170 -0.0145 -0.0186 0.00
H 1.403187 -0.609397 4.375849 0.0058 -0.0005 0.0049 0.00
O -4.040014 5.360907 -0.785403 0.0909 -0.1730 -0.0166 0.00
C -3.591669 4.317216 -0.407335 0.0072 0.1165 0.1137 0.00
C -4.052076 2.921887 -0.840744 -0.0808 0.3044 -0.6122 0.01
O -4.210418 2.660959 -2.030238 0.0416 0.0003 0.3167 0.02
C -4.102835 2.032350 0.245602 0.5001 -0.3304 0.2157 0.02
C -3.021762 1.130414 1.521385 0.0800 -0.0010 -0.2138 0.00
O -1.845676 0.872540 1.847475 0.2871 -0.2676 -0.0731 0.02
C -2.970703 3.625674 1.924417 0.0588 -0.0004 0.0201 0.00
O -2.766390 4.118091 2.998416 -0.0316 -0.0448 -0.1378 0.00
O -2.546336 0.190424 -0.647810 0.5853 -0.0168 0.4508 -0.03
F -0.351191 -2.828339 4.079013 0.0113 0.0756 0.3046 0.00
Te -1.915281 -1.740099 3.499107 -0.3622 -0.5062 0.0514 0.01
F -1.483481 -2.684268 1.716175 0.1902 0.4549 -0.1325 0.04
F -3.119706 -1.010545 4.799541 0.0318 0.1332 0.6384 0.00
F -2.799107 -3.300970 3.937921 -0.0031 -0.1618 -0.1565 0.00
F -3.399492 -1.393023 2.271566 -0.3348 0.2286 -0.0614 0.01
O 0.554741 -0.754890 1.993525 -0.5736 0.4697 -0.6646 0.07
```
Forces are in eV/Å.

Calculated values
* lowest unoccupied orbital energy (spin up / spin down): -0.059 / -0.087 hartree
* HOMO level (spin up / spin down): -7.79 / -7.76 eV
* largest force on an atom: 3.396 eV/Å
* HOMO-LUMO gap (spin up / spin down): 6.193 / 5.400 eV
* calculated total energy: -3386.31839 Eh
* multiplicity: 4
* <S²>: 3.84

---

ORCA calculation (ωB97M-V/def2-TZVPD) on a structure of composition C35H27AsBrCaN4S2 at a distorted geometry.

```
71
Properties=species:S:1:pos:R:3:forces:R:3:lowdin_charge:R:1
Ca 0.834794 0.994430 0.826155 0.0832 -0.7827 -1.2583 0.84
N -1.448254 -1.863837 3.810403 -0.0276 0.0451 0.1312 0.05
C -0.839754 -0.916572 3.036514 -0.2782 -0.0919 -0.1410 -0.95
S 0.712661 -1.314369 2.436424 0.2273 0.1068 0.1476 0.50
N -1.590181 0.156428 2.841227 -0.4324 -0.0347 0.3696 -0.05
N -1.014477 1.147928 2.136384 -0.6292 0.2827 0.6989 -0.18
C -1.722876 2.185762 1.883056 -0.2530 -0.3637 0.2392 -0.12
C -1.150137 3.283430 1.116944 0.1009 0.5848 -0.1252 -0.34
C -1.962636 4.275523 0.567861 -0.0575 -0.0719 0.1663 -0.04
C -1.389926 5.249981 -0.222017 0.1861 0.0381 -0.0632 -0.07
C -0.019068 5.224554 -0.442038 -0.0935 -0.0075 0.0357 -0.06
C 0.719317 4.222488 0.163825 0.0798 0.1109 0.0581 -0.15
N 0.179471 3.289838 0.939117 -0.3207 0.2697 -0.0104 -0.02
H -1.054554 -2.785292 3.785017 -0.0018 -0.0627 -0.0379 0.06
H -2.438173 -1.767230 3.967055 0.0366 0.0570 -0.0184 0.08
H -2.767381 2.241279 2.186358 0.0124 -0.0487 0.0279 0.12
H -3.033459 4.243386 0.721711 0.0125 -0.0353 0.0257 0.11
H -2.002213 6.008939 -0.692188 -0.0307 -0.0038 0.0272 0.11
H 0.468453 5.950507 -1.077401 -0.0065 0.0089 0.0121 0.10
H 1.794822 4.157488 0.032263 -0.0223 -0.0198 -0.0079 0.11
Br 2.763089 1.317898 -1.505698 0.1654 -0.1647 0.2173 0.77
C 4.314531 1.050531 -0.382548 0.0178 0.0216 -0.2977 -0.56
C 5.474846 0.729128 -1.026246 -0.1898 0.0349 -0.1282 -0.16
C 6.665314 0.603865 -0.285722 0.0908 -0.0028 0.1336 -0.10
C 6.654609 0.842801 1.058675 0.0472 -0.0078 -0.0930 -0.06
C 5.454015 1.177997 1.728879 -0.1148 0.0022 -0.1044 -0.18
C 5.454357 1.460587 3.112786 -0.0426 0.0301 0.1170 -0.07
C 4.283901 1.770095 3.747401 0.0701 -0.0168 0.0344 -0.10
C 3.067492 1.758079 3.034457 -0.1181 -0.0442 -0.2036 -0.17
C 2.968694 1.493802 1.680621 0.8593 0.2848 0.0648 -0.25
C 4.212109 1.247363 1.019648 0.1783 0.0635 0.2736 -0.25
H 5.478586 0.586892 -2.098873 0.0043 0.0009 0.0153 0.09
H 7.581678 0.335420 -0.796864 0.0063 0.0171 0.0151 0.09
H 7.569922 0.786477 1.638488 0.0053 -0.0229 -0.0201 0.10
H 6.394306 1.427873 3.653438 -0.0001 0.0024 -0.0031 0.10
H 4.285591 2.004066 4.807249 0.0240 -0.0264 0.0017 0.09
H 2.152507 1.946289 3.596100 0.0491 0.0033 0.0697 0.08
S -1.076927 1.714371 -1.577984 0.5052 0.2156 -0.1662 0.53
C -2.642948 1.019434 -1.833429 -0.0175 -0.3368 0.0953 -0.74
C -3.664454 1.733328 -2.477448 -0.0606 -0.0005 -0.0156 -0.14
C -4.895178 1.151690 -2.725494 -0.0203 0.0053 -0.0016 -0.12
C -5.149765 -0.157122 -2.333858 -0.0127 -0.0249 -0.0039 -0.12
C -4.159118 -0.872554 -1.673927 0.0098 -0.1010 0.0143 -0.12
C -2.915354 -0.307989 -1.421773 0.0675 0.3107 -0.0904 -0.41
As -1.501522 -1.089682 -0.334174 -0.1829 -0.3081 -0.3625 1.28
C -2.291921 -2.881861 -0.087619 -0.0537 0.0088 0.2424 -0.37
C -3.299584 -2.986744 0.873542 0.0674 0.1321 -0.0108 -0.15
C -3.913400 -4.199501 1.143393 -0.0288 -0.0576 -0.0021 -0.10
C -3.513005 -5.342792 0.463623 0.0125 0.0027 0.0109 -0.11
C -2.498079 -5.257698 -0.477829 -0.0471 -0.0683 0.0317 -0.10
C -1.892108 -4.037672 -0.749339 0.0307 0.0852 -0.1125 -0.09
C -0.162876 -1.612642 -1.662478 0.1412 -0.0671 -0.0667 -0.42
C -0.254477 -1.337946 -3.022894 -0.0371 -0.0068 0.0228 -0.11
C 0.781893 -1.682251 -3.877941 -0.0210 0.0010 -0.0617 -0.09
C 1.921867 -2.308161 -3.390185 0.0250 0.0170 0.0026 -0.11
C 2.018505 -2.598494 -2.038153 0.0232 0.0120 -0.0277 -0.10
C 0.982049 -2.249376 -1.182051 -0.0932 0.0231 0.0822 -0.16
H -3.468882 2.753805 -2.785316 0.0355 -0.0145 -0.0012 0.09
H -5.668204 1.722377 -3.228908 0.0206 0.0112 -0.0084 0.09
H -6.108700 -0.616305 -2.540759 -0.0026 -0.0029 0.0288 0.09
H -4.366681 -1.885196 -1.350513 0.0191 -0.0428 -0.0165 0.09
H -3.600862 -2.091701 1.410516 -0.0370 -0.0360 0.0206 0.10
H -4.702476 -4.260288 1.883832 0.0070 0.0287 0.0061 0.09
H -3.986537 -6.294649 0.671751 0.0040 0.0008 -0.0021 0.09
H -2.179583 -6.149053 -1.005613 0.0226 0.0207 -0.0120 0.10
H -1.103184 -3.985021 -1.490288 -0.0287 -0.0262 0.0037 0.09
H -1.134785 -0.844884 -3.415073 -0.0188 0.0574 0.0271 0.10
H 0.700084 -1.450800 -4.933590 0.0120 -0.0013 0.0069 0.10
H 2.735597 -2.556826 -4.060875 -0.0108 -0.0153 -0.0027 0.09
H 2.904513 -3.081780 -1.644134 -0.0099 -0.0010 0.0046 0.10
H 1.054127 -2.479837 -0.123471 0.0416 0.0224 -0.0051 0.05
```
Forces are in eV/Å.

Calculated values
* lowest unoccupied orbital energy: 0.087 hartree
* HOMO level: -4.17 eV
* total charge: -1
* largest force on an atom: 1.484 eV/Å
* HOMO-LUMO gap: 6.537 eV
* calculated total energy: -7852.88591 Eh

---

Q: Number 2 is which compound?
A: C35H27AsBrCaN4S2

---

Q: Look up the largest force on an atom of the second one.
A: 1.484 eV/Å

---

Q: The highest largest force on an atom belongs to which entry?
A: C35H26F5NO6P2TcTe

---

Q: The highest calculated total energy belongs to which entry?
A: C35H26F5NO6P2TcTe